# 1
C6H9N | ωB97M-V with the def2-TZVPD basis set

Element x y z (Å)
H -0.5949 -2.0153 0.9418
H -2.5773 -0.0195 0.1062
H -1.2603 -0.6396 1.9429
C 2.9621 -0.2526 -0.1501
H -1.0167 2.0345 -0.5257
H 3.9537 -0.1686 0.2383
N -1.8498 -0.6680 -0.1867
C -0.5154 1.4605 0.2641
C -0.5481 -0.0180 -0.0623
H 0.3651 0.1313 -2.0094
H -1.0191 1.6746 1.2129
C 0.4722 -0.4710 -1.0976
H 0.5161 1.8203 0.3365
C -0.9899 -1.0013 0.9530
C 1.8462 -0.3578 -0.5919
H 0.2560 -1.5095 -1.3723

Summary:
HOMO-LUMO gap in eV: 10.58
E_HOMO in eV: -9.55

List of natural (NBO) charges in e, atom by atom: H 0.199; H 0.349; H 0.194; C -0.266; H 0.211; H 0.239; N -0.589; C -0.625; C 0.090; H 0.235; H 0.213; C -0.487; H 0.231; C -0.257; C 0.015; H 0.248

# 2
C6H9N | ωB97M-V with the def2-TZVPD basis set

Element x y z (Å)
H -1.4411 1.1577 1.8076
H -2.8567 2.2285 0.1550
H -0.0966 -2.1317 0.1266
H -1.1891 -0.6679 2.2536
N -0.4781 0.0073 0.4597
C 1.6736 -0.6206 -0.0506
H 2.3817 -1.3234 -0.4987
C 1.2209 0.4707 -1.0224
C 0.2219 -1.1253 -0.1589
H 1.8617 1.1426 -1.5826
C 0.0857 -0.3628 -1.5059
H -2.2121 2.0854 -0.2098
C -1.0660 0.1680 1.5706
C -0.2344 0.9167 -0.7016
H -0.2645 -0.6811 -2.4802
H 2.0029 -0.3354 0.9586

Summary:
HOMO-LUMO gap in eV: 8.00
E_HOMO in eV: -7.44

List of natural (NBO) charges in e, atom by atom: H 0.222; H -0.068; H 0.211; H 0.192; N -0.217; C -0.385; H 0.214; C -0.266; C -0.065; H 0.228; C -0.294; H 0.039; C -0.021; C -0.209; H 0.232; H 0.188

# 3
C6H9N | ωB97M-V with the def2-TZVPD basis set

Element x y z (Å)
C -0.9352 0.9196 2.2163
C 1.2999 -0.7641 -0.1919
H -0.8832 -1.0442 -2.6028
H -1.9758 1.0435 1.9004
H -0.6022 1.8697 2.6535
H 1.5290 -0.4859 1.8959
H 0.8302 -1.3554 -2.9003
H 2.1346 -1.4399 -0.3411
C -0.1570 0.4579 1.0201
H -0.9377 0.1593 3.0058
H 0.1521 0.2610 -3.1678
H -1.3933 1.0556 -0.6800
C -0.5288 0.5250 -0.2977
N 0.9757 -0.3175 1.0718
C 0.3680 -0.2685 -1.0708
C 0.1234 -0.6162 -2.5113

Summary:
HOMO-LUMO gap in eV: 8.91
E_HOMO in eV: -7.84

List of natural (NBO) charges in e, atom by atom: C -0.639; C -0.088; H 0.213; H 0.229; H 0.216; H 0.407; H 0.214; H 0.207; C 0.132; H 0.215; H 0.213; H 0.212; C -0.302; N -0.512; C -0.095; C -0.621

# 4
C6H9N | ωB97M-V with the def2-TZVPD basis set

Element x y z (Å)
H 0.6868 -1.5062 0.9522
C -2.0298 -1.5911 0.0042
H -2.8927 -1.1989 0.5658
H 0.3529 2.2437 -0.6882
H -1.8331 1.0257 -1.4022
C 0.2674 -0.6209 0.4937
H 3.1443 0.1604 0.2913
H -2.5300 -1.7643 -0.9677
N 0.1680 1.2617 -0.6266
C 2.3839 0.9233 0.4543
H 2.4699 1.2694 1.4896
H 2.6808 1.8093 -0.1176
C 1.0394 0.4543 0.0700
C -1.0739 0.6929 -0.7131
C -1.0135 -0.5472 -0.1064
H -1.8205 -2.6123 0.3007

Summary:
HOMO-LUMO gap in eV: 8.82
E_HOMO in eV: -7.77

List of natural (NBO) charges in e, atom by atom: H 0.209; C -0.638; H 0.219; H 0.401; H 0.205; C -0.299; H 0.228; H 0.214; N -0.499; C -0.644; H 0.221; H 0.212; C 0.130; C -0.101; C -0.087; H 0.226

# 5
C6H9N | ωB97M-V with the def2-TZVPD basis set

Element x y z (Å)
H -1.0298 -1.9689 0.2624
C -0.9903 0.9290 0.6018
H -1.9378 -2.0369 -1.4527
C 0.2936 0.2596 0.2476
H -1.0773 1.9668 0.2739
C 1.6207 0.8377 -0.0379
N -1.7135 0.0896 -0.3677
C -1.4221 -1.5170 -0.6408
C -0.5296 -0.4372 -1.0667
H 1.8865 -1.1661 0.8865
H -0.5471 -0.3414 -2.1542
C 1.4575 -0.1834 1.0640
H 2.1263 0.5183 -0.9438
H 1.7970 1.8636 0.2686
H 1.5475 0.1610 2.0897
H -1.4184 0.7559 1.5918

Summary:
HOMO-LUMO gap in eV: 9.39
E_HOMO in eV: -8.35

List of natural (NBO) charges in e, atom by atom: H 0.206; C -0.231; H 0.228; C -0.040; H 0.206; C -0.417; N -0.422; C -0.273; C -0.105; H 0.221; H 0.201; C -0.422; H 0.220; H 0.209; H 0.224; H 0.194

# 6
C6H9N | ωB97M-V with the def2-TZVPD basis set

Element x y z (Å)
C -0.1872 -0.3595 -0.1145
C -0.8442 0.3823 -1.2061
C -0.3978 -1.8566 -0.1850
H 0.0852 -2.3598 0.6609
N -1.4741 0.9223 -2.0090
H -1.4592 -2.1145 -0.2036
C 0.6179 1.5606 0.2308
C -0.6437 0.5481 1.0251
H -0.6312 -0.0493 1.9889
H 1.7998 0.0162 -0.9994
H 0.0677 -2.2231 -1.1060
C 1.2445 0.1990 -0.0720
H 1.8385 -0.1159 0.7893
H 1.0159 2.2665 0.9277
H 0.5733 2.1338 -0.7445
H -1.6054 1.0501 1.0172

Summary:
HOMO-LUMO gap in eV: 11.19
E_HOMO in eV: -10.31

List of natural (NBO) charges in e, atom by atom: C -0.164; C 0.292; C -0.601; H 0.218; N -0.348; H 0.225; C -0.388; C -0.378; H 0.223; H 0.209; H 0.224; C -0.402; H 0.215; H 0.210; H 0.246; H 0.220

# 7
C6H9N | ωB97M-V with the def2-TZVPD basis set

Element x y z (Å)
H 0.0438 2.3557 0.6885
H 0.3232 -1.2635 1.7254
C 1.1913 -1.0341 -0.2099
C 1.8166 0.1446 -0.4347
N 1.6854 1.2072 0.4851
C -1.5701 0.3050 -0.7345
H -2.3975 -0.4039 -0.6892
H 2.6554 0.2394 -1.1098
H -0.6508 -1.9414 0.4051
H -1.9885 1.3030 -0.8614
C 0.4288 1.3644 0.4759
C -0.7180 0.2270 0.5300
H -0.9796 0.0807 -1.6213
H 1.4834 -1.9246 -0.7493
H -1.3233 0.4531 1.4096
C -0.0002 -1.1126 0.6905

Summary:
HOMO-LUMO gap in eV: 9.28
E_HOMO in eV: -8.43

List of natural (NBO) charges in e, atom by atom: H 0.159; H 0.219; C -0.243; C -0.057; N -0.429; C -0.614; H 0.210; H 0.211; H 0.217; H 0.211; C 0.184; C -0.263; H 0.218; H 0.209; H 0.223; C -0.454

# 8
C6H9N | ωB97M-V with the def2-TZVPD basis set

Element x y z (Å)
C -0.3129 0.3351 1.0686
C -1.3146 -0.7303 0.7893
H -1.9432 -1.1687 1.5499
H 0.1106 -0.4394 -2.0453
C -0.3782 -0.0603 -1.1571
C -1.3582 -0.9532 -0.5183
H 2.3119 0.1570 -1.0293
H -0.9608 0.8735 -1.4272
N 0.5157 0.4501 -0.1331
H 2.3755 0.2112 0.7570
C 1.8161 -0.1343 -0.1054
H 1.7657 -1.2275 -0.0673
H -0.0382 2.3707 0.8500
H -2.0484 -1.5719 -1.0758
C -0.7894 1.6310 0.5494
H 0.2483 0.2569 1.9944

Summary:
HOMO-LUMO gap in eV: 8.92
E_HOMO in eV: -7.94

List of natural (NBO) charges in e, atom by atom: C -0.222; C -0.207; H 0.219; H 0.205; C -0.292; C -0.200; H 0.206; H 0.261; N -0.349; H 0.210; C -0.393; H 0.191; H 0.117; H 0.221; C -0.166; H 0.198

# 9
C6H9N | ωB97M-V with the def2-TZVPD basis set

Element x y z (Å)
C -1.8515 0.1381 0.6185
H 2.0256 1.0906 1.7357
N -0.8921 -0.7049 -0.1080
H -0.5561 -0.4920 -3.4678
C 0.4943 -0.3608 -0.6270
H 2.4895 0.1532 -0.7056
H -2.1747 -0.9626 -2.9723
H -1.8509 -0.1542 1.6477
H -1.4776 1.1217 0.5020
C -0.6021 -0.6017 -1.4859
C 1.6447 -0.0317 -0.1119
H -2.8409 0.2481 0.0361
C 2.0624 0.1238 1.3087
C -1.1831 -0.7222 -2.6748
H 3.0450 -0.0589 1.3216
H 1.5342 -0.5616 1.8542

Summary:
HOMO-LUMO gap in eV: 9.43
E_HOMO in eV: -8.44

List of natural (NBO) charges in e, atom by atom: C -0.420; H 0.216; N -0.416; H 0.204; C 0.132; H 0.207; H 0.217; H 0.214; H 0.187; C 0.162; C -0.220; H 0.211; C -0.625; C -0.493; H 0.209; H 0.215

# 10
C6H9N | ωB97M-V with the def2-TZVPD basis set

Element x y z (Å)
C -0.1364 0.2875 0.3922
C -0.7579 1.3605 1.2299
N 1.7553 -1.4247 -1.5649
H -0.6011 -1.4829 -0.7357
C 1.7352 -2.4233 -2.2483
C 1.1910 0.2548 0.1728
H -1.4291 0.9248 1.9705
H 1.6302 -2.4105 -3.3198
H -1.3557 2.0226 0.6010
C 2.0341 -0.5878 -0.6397
H -1.8207 -0.1993 -0.8288
H -0.0037 1.9542 1.7391
H 1.7788 1.0059 0.6877
H -1.6719 -1.1596 0.6349
H 3.0984 -0.4007 -0.5296
C -1.1047 -0.7009 -0.1768

Summary:
HOMO-LUMO gap (alpha / beta) in eV: 7.91 / 7.92
E_HOMO (alpha / beta) in eV: -7.26 / -7.26

List of natural (NBO) charges in e, atom by atom: C 0.056; C -0.633; N -0.287; H 0.223; C -0.016; C -0.265; H 0.212; H 0.175; H 0.215; C -0.080; H 0.216; H 0.214; H 0.204; H 0.218; H 0.198; C -0.651

# 11
C6H9N | ωB97M-V with the def2-TZVPD basis set

Element x y z (Å)
H -0.9469 -2.3761 -0.6361
C 1.6575 1.1984 0.6527
C -1.6783 -1.6949 -1.1240
C -1.7364 -0.4932 -0.2872
H -2.5513 -0.9553 0.3309
C 0.5680 0.5593 -0.2146
C -0.5861 -0.0351 0.6133
H -2.2256 0.3579 -0.7803
H 0.1534 1.3243 -0.8848
H -0.2105 -0.8773 1.2084
H 2.0960 0.4634 1.3350
N 1.5700 -1.3411 -1.7318
C 1.1385 -0.4893 -1.0773
H -0.9295 0.7358 1.3144
H 2.4578 1.6147 0.0345
H 1.2233 2.0085 1.2470

Summary:
HOMO-LUMO gap in eV: 8.80
E_HOMO in eV: -8.76

List of natural (NBO) charges in e, atom by atom: H 0.095; C -0.587; C -0.017; C -0.588; H 0.299; C -0.324; C -0.391; H 0.218; H 0.241; H 0.214; H 0.218; N -0.316; C 0.282; H 0.215; H 0.226; H 0.216

# 12
C6H9N | ωB97M-V with the def2-TZVPD basis set

Element x y z (Å)
H -2.7402 0.4446 1.6911
N 0.8982 0.2572 -0.1098
C -0.4685 0.0895 -0.5370
C -1.9381 -0.2760 1.8779
H -1.0317 0.9786 -0.2253
H 2.7192 -0.8707 -0.3124
H -2.3460 -1.0757 2.5045
C -1.4093 -0.8659 0.6362
H 2.4609 1.6944 -0.5074
C 1.9021 -0.4428 -0.8855
H -1.1347 0.2115 2.4367
C -0.9577 -1.5841 -0.2978
C 1.7561 1.0286 -0.9979
H 1.3316 1.4164 -1.9236
H -0.6021 0.0409 -1.6261
H 1.5602 -1.0466 -1.7235

Summary:
HOMO-LUMO gap in eV: 10.38
E_HOMO in eV: -9.34

List of natural (NBO) charges in e, atom by atom: H 0.230; N -0.423; C -0.223; C -0.674; H 0.224; H 0.206; H 0.257; C -0.077; H 0.205; C -0.250; H 0.243; C -0.081; C -0.260; H 0.189; H 0.229; H 0.205

The records above yield ΔE to the lowest compared entry with this formula, charge and spin values of 276.1, 649.0, 17.5, 55.0, 489.0, 297.1, 221.5, 537.0, 417.6, 306.5, 411.8, 532.0 kJ/mol, respectively.